Record 1
A cluster of 2 separate species, C34H37BrF9N4O9 in total, computed with the ωB97M-V functional and the def2-TZVPD basis.

Summary:
E_HOMO ... -1.383 eV
Frontier orbital gap ... 1.9 eV
LUMO ... 0.4667 eV
Relative energy (zero: lowest compared OMol25 entry of this formula, charge and spin) ... 85.43 kcal per mole

Structure (ORCA input):
```
! RIJCOSX wB97M-V def2-TZVPD def2/J DEFGRID3
* xyz -1 1
C -2.548 -3.014 -1.949
C -2.471 -2.091 -3.228
C -0.999 -1.670 -3.598
O -0.609 -1.809 -4.717
O -0.125 -1.178 -2.618
C 0.267 0.194 -2.842
C -0.074 1.123 -1.599
N 0.618 0.588 -0.396
C -0.337 -0.195 0.473
C -1.461 0.672 1.142
C -2.899 0.465 0.490
O -3.917 0.290 1.476
C -5.204 0.632 0.990
C -5.948 -0.543 0.263
F -5.164 -1.129 -0.730
F -7.018 0.026 -0.410
C -6.385 -1.686 1.278
F -5.678 -2.821 0.914
F -5.978 -1.422 2.579
C -7.933 -1.947 1.355
F -8.364 -2.373 0.111
F -8.573 -0.787 1.746
C -8.378 -3.057 2.384
F -7.636 -4.208 2.324
F -8.411 -2.482 3.639
C 0.505 -1.104 1.488
C 0.621 -2.572 0.871
F 1.773 -2.710 0.060
C 0.547 -3.718 1.966
C 0.427 -5.080 1.134
N 1.858 -0.561 1.652
C 2.695 -1.307 2.606
C 2.115 -1.570 3.908
C 2.946 -2.339 4.858
C 4.236 -2.700 4.289
C 4.668 -2.396 2.942
N 3.879 -1.691 2.099
C 1.952 0.899 1.790
C 1.184 1.424 3.037
O 3.378 1.178 1.938
C 3.597 2.409 2.419
N 3.593 3.520 2.687
C 1.516 1.508 0.369
C 1.118 3.018 0.395
C 1.826 3.889 -0.724
O 1.775 5.067 -0.563
Br 2.729 3.188 -2.284
H -3.566 -2.936 -1.470
H -1.824 -2.718 -1.141
H -2.421 -4.107 -2.178
H -2.867 -2.700 -4.082
H -3.102 -1.189 -3.022
H -0.220 0.551 -3.783
H 1.386 0.205 -2.971
H 0.197 2.145 -1.944
H -1.199 1.097 -1.544
H 1.246 -0.155 -0.762
H -0.868 -0.878 -0.247
H -1.248 1.762 1.232
H -1.583 0.300 2.200
H -3.122 1.447 -0.031
H -2.882 -0.310 -0.320
H -5.223 1.511 0.294
H -5.807 0.941 1.888
H -9.436 -3.335 2.119
H -0.113 -1.209 2.417
H -0.237 -2.805 0.178
H 1.502 -3.814 2.539
H -0.351 -3.558 2.617
H -0.011 -5.895 1.757
H 1.465 -5.342 0.786
H -0.154 -4.917 0.181
H 1.101 -1.202 4.194
H 2.621 -2.599 5.883
H 4.952 -3.258 4.943
H 5.677 -2.714 2.584
H 1.000 2.518 3.117
H 1.805 1.155 3.942
H 0.197 0.922 3.244
H 2.493 1.475 -0.202
H 0.015 3.169 0.204
H 1.335 3.565 1.341
C 5.683 6.482 -4.796
C 7.036 6.574 -5.052
C 7.713 5.217 -5.313
O 8.898 5.098 -5.631
C 6.908 4.008 -5.170
C 5.567 3.920 -4.902
C 4.868 5.284 -4.746
O 3.644 5.408 -4.576
O 4.873 2.864 -4.779
O 7.739 7.611 -5.096
H 5.119 7.391 -4.610
H 7.478 3.093 -5.303
*
```

Here are the Löwdin charges for atoms 1 to 8, given in e: C -0.0950; C -0.1057; C -0.4377; O 0.1576; O -0.0587; C -0.1070; C -0.0800; N 0.0032

Record 2
A cluster of 15 separate species, C66H156F18N12O6P3 in total, computed with the ωB97M-V functional and the def2-TZVPD basis.

Summary:
E_HOMO ... -25.956 eV
Frontier orbital gap ... 8.9 eV
LUMO ... -17.0726 eV

Structure (ORCA input):
```
! RIJCOSX wB97M-V def2-TZVPD def2/J DEFGRID3
* xyz 9 1
C 3.155 -0.604 7.556
C 3.758 -0.955 6.240
C 2.786 -1.495 5.284
N 3.354 -1.961 3.894
C 4.060 -0.782 3.190
C 2.138 -2.547 3.066
C 2.787 -3.607 2.176
C 3.724 -4.398 3.042
C 4.253 -3.236 3.927
H 2.478 0.249 7.504
H 3.962 -0.231 8.185
H 2.841 -1.423 8.202
H 4.523 -1.710 6.423
H 4.310 -0.182 5.705
H 1.981 -0.805 5.030
H 2.315 -2.406 5.652
H 3.489 0.110 3.447
H 4.273 -1.051 2.156
H 5.040 -0.645 3.648
H 1.545 -1.916 2.404
H 1.373 -3.010 3.690
H 3.345 -3.267 1.304
H 2.029 -4.213 1.679
H 4.537 -4.881 2.500
H 3.309 -5.193 3.662
H 5.275 -3.116 3.569
H 4.215 -3.662 4.930
C 4.005 -3.958 -3.898
C 4.537 -3.844 -2.457
C 6.082 -4.093 -2.331
N 6.493 -4.265 -0.836
C 5.972 -5.598 -0.334
C 6.138 -3.111 0.095
C 7.138 -2.029 -0.357
C 8.429 -2.751 -0.592
C 8.038 -4.231 -0.832
H 3.003 -3.530 -3.928
H 3.999 -4.979 -4.278
H 4.538 -3.338 -4.620
H 3.980 -4.536 -1.825
H 4.294 -2.898 -1.973
H 6.761 -3.322 -2.694
H 6.577 -4.954 -2.780
H 6.260 -6.412 -1.000
H 4.889 -5.545 -0.224
H 6.544 -5.772 0.578
H 6.276 -3.365 1.146
H 5.110 -2.801 -0.096
H 7.137 -1.267 0.423
H 6.736 -1.522 -1.234
H 9.051 -2.648 0.297
H 9.065 -2.363 -1.388
H 8.492 -4.922 -0.121
H 8.400 -4.544 -1.811
C 2.128 5.007 -0.011
C 1.882 5.000 -1.493
C 0.456 5.129 -2.003
N 0.300 5.171 -3.526
C -1.181 5.356 -3.927
C 0.848 3.915 -4.272
C 2.170 4.233 -4.912
C 2.433 5.707 -4.722
C 1.087 6.259 -4.214
H 1.765 5.867 0.553
H 3.168 4.806 0.244
H 1.455 4.229 0.350
H 2.285 4.097 -1.951
H 2.300 5.906 -1.932
H -0.084 6.012 -1.661
H -0.185 4.306 -1.685
H -1.823 4.648 -3.402
H -1.291 5.249 -5.006
H -1.420 6.408 -3.775
H 0.176 3.734 -5.112
H 0.827 3.052 -3.608
H 2.086 4.041 -5.982
H 2.983 3.720 -4.397
H 2.640 6.274 -5.630
H 3.312 5.864 -4.098
H 0.585 6.732 -5.058
H 1.043 7.089 -3.509
C 1.525 -1.578 -1.374
C 0.244 -0.835 -1.123
C 0.246 -0.160 0.292
N -0.908 0.843 0.514
C -2.242 0.271 0.004
C -0.641 2.214 -0.171
C -1.647 3.129 0.523
C -1.860 2.710 1.963
C -1.243 1.317 1.999
H 1.531 -2.233 -2.246
H 1.808 -2.060 -0.439
H 2.332 -0.912 -1.681
H -0.639 -1.452 -1.288
H 0.101 -0.111 -1.924
H 1.241 0.248 0.469
H -0.030 -0.860 1.081
H -2.204 0.251 -1.085
H -3.088 0.942 0.155
H -2.313 -0.706 0.482
H -0.806 2.034 -1.233
H 0.369 2.334 0.220
H -2.603 3.221 0.007
H -1.283 4.152 0.619
H -2.918 2.703 2.228
H -1.316 3.404 2.603
H -1.858 0.489 2.350
H -0.365 1.270 2.643
C 0.747 2.377 5.402
C -0.762 2.113 5.677
C -1.097 0.792 6.367
N -2.604 0.643 6.741
C -3.352 0.072 5.563
C -3.375 1.894 7.291
C -2.831 2.091 8.719
C -2.626 0.671 9.191
C -2.772 -0.272 7.954
H 1.386 2.260 6.278
H 1.003 3.397 5.115
H 1.207 1.686 4.695
H -1.433 2.328 4.846
H -0.934 2.954 6.348
H -0.650 1.009 7.338
H -0.733 -0.134 5.922
H -2.860 -0.869 5.316
H -3.287 0.781 4.738
H -4.404 0.004 5.839
H -4.421 1.590 7.328
H -3.261 2.756 6.633
H -3.621 2.649 9.220
H -1.933 2.693 8.582
H -3.536 0.452 9.750
H -1.758 0.457 9.814
H -3.730 -0.792 7.923
H -2.004 -1.045 7.989
C 4.233 1.346 -1.253
C 4.287 1.377 -2.787
C 5.516 0.474 -3.236
N 5.650 0.147 -4.771
C 4.265 -0.391 -5.289
C 6.833 -0.842 -5.107
C 8.054 -0.014 -5.046
C 7.677 1.408 -5.471
C 6.110 1.372 -5.549
H 3.218 1.510 -0.890
H 4.627 2.266 -0.822
H 4.640 0.466 -0.755
H 4.464 2.387 -3.157
H 3.291 1.055 -3.093
H 5.349 -0.492 -2.758
H 6.540 0.745 -2.980
H 4.386 -0.588 -6.355
H 3.648 0.495 -5.141
H 3.944 -1.201 -4.634
H 6.651 -1.166 -6.132
H 6.748 -1.730 -4.480
H 8.826 -0.399 -5.712
H 8.504 0.070 -4.057
H 8.180 1.745 -6.377
H 8.048 2.057 -4.678
H 5.910 1.101 -6.586
H 5.565 2.277 -5.283
C -5.481 -6.071 -2.141
C -5.340 -4.899 -1.194
O -5.708 -4.816 -0.012
N -4.737 -3.594 -1.806
H -4.421 -3.796 -2.744
H -5.463 -2.901 -1.921
C -3.573 -2.954 -1.038
H -5.433 -7.004 -1.580
H -4.779 -6.141 -2.972
H -6.408 -5.869 -2.677
H -3.333 -2.114 -1.690
H -2.734 -3.639 -1.161
H -3.917 -2.770 -0.021
C -5.473 3.550 -1.314
C -4.506 3.846 -2.466
O -3.434 3.291 -2.575
N -5.050 4.723 -3.639
H -6.052 4.732 -3.508
H -4.619 5.636 -3.622
C -5.035 3.998 -4.960
H -5.018 2.896 -0.571
H -6.331 2.973 -1.657
H -5.836 4.494 -0.907
H -5.896 4.440 -5.461
H -5.246 2.967 -4.678
H -4.121 4.219 -5.511
C -7.184 1.812 3.181
C -6.128 1.077 2.284
O -5.060 1.585 2.020
N -6.424 -0.401 1.952
H -7.352 -0.628 2.280
H -6.497 -0.514 0.951
C -5.348 -1.362 2.564
H -7.094 1.461 4.209
H -8.153 1.506 2.786
H -6.929 2.872 3.179
H -4.334 -0.967 2.620
H -5.330 -2.242 1.921
H -5.691 -1.668 3.552
C -2.205 8.029 3.658
C -2.608 6.660 3.142
O -1.936 5.639 3.314
N -3.997 6.621 2.342
H -4.694 6.915 3.011
H -3.931 7.084 1.447
C -4.405 5.166 1.895
H -1.141 8.165 3.850
H -2.857 8.275 4.497
H -2.415 8.802 2.919
H -3.635 4.835 1.198
H -5.439 5.116 1.554
H -4.303 4.531 2.775
C -2.022 0.727 -4.238
C -2.728 1.004 -5.573
O -2.733 2.108 -6.116
N -3.486 -0.247 -6.106
H -3.468 -1.023 -5.460
H -4.465 -0.010 -6.179
C -3.071 -0.704 -7.540
H -1.083 0.188 -4.362
H -2.725 0.070 -3.725
H -1.737 1.659 -3.750
H -2.035 -1.032 -7.453
H -3.239 0.213 -8.106
H -3.670 -1.540 -7.901
C -0.325 -5.188 -0.516
C 0.009 -6.141 0.609
O 1.107 -6.709 0.687
N -1.072 -6.387 1.686
H -1.350 -5.474 2.017
H -1.912 -6.793 1.299
C -0.634 -7.340 2.764
H -0.642 -4.163 -0.323
H -1.272 -5.465 -0.980
H 0.470 -5.176 -1.261
H 0.144 -6.833 3.335
H -0.257 -8.257 2.311
H -1.421 -7.415 3.514
P -6.345 -0.373 -1.933
F -6.302 -1.595 -0.817
F -7.845 -0.772 -2.282
F -7.022 0.536 -0.782
F -6.399 0.892 -3.029
F -4.914 0.202 -1.323
F -5.644 -1.427 -2.905
P -1.978 -3.470 3.585
F -2.976 -3.789 2.405
F -2.000 -1.950 3.155
F -3.237 -3.210 4.560
F -0.868 -3.117 4.726
F -2.034 -5.007 4.086
F -0.759 -3.815 2.584
P -2.400 -3.402 -4.820
F -1.551 -3.214 -3.410
F -1.334 -2.370 -5.627
F -1.484 -4.631 -5.318
F -3.237 -3.504 -6.186
F -3.427 -4.436 -4.163
F -3.293 -2.121 -4.437
*
```

Here are the Löwdin charges for atoms 1 to 8, given in e: C -0.0650; C -0.2540; C -0.1358; N -0.1710; C 0.0391; C -0.0764; C -0.1913; C -0.1266

> Look up the E_HOMO of the second one.

-25.956 eV